Here is a 21-piece molecular cluster, C66H180N6O42 overall from the OMol25 dataset. Energies are from the ωB97M-V functional and the def2-TZVPD basis.

Structure (XYZ):
```
294
Properties=species:S:1:pos:R:3:lowdin_charge:R:1
C -23.9795 9.9787 6.6435 -0.161
O -24.2548 10.5925 7.8208 -0.185
C -25.6171 10.8166 7.8927 -0.239
C -25.9339 11.5986 9.1693 -0.187
N -25.8228 10.7405 10.3115 -0.048
C -25.5997 11.4836 11.5648 -0.172
C -24.1647 11.2987 12.0455 -0.161
O -23.8010 9.9017 12.3041 -0.227
C -24.5800 9.2788 13.2997 -0.088
H -22.9722 9.6113 6.5889 0.073
H -24.1063 10.7520 5.7874 0.120
H -24.6389 9.0942 6.3918 0.109
H -26.2273 9.9328 7.9219 0.109
H -25.9387 11.3813 7.0021 0.136
H -26.9819 11.8823 9.0033 0.115
H -25.2707 12.4857 9.1206 0.127
H -24.9548 10.1823 10.1885 0.134
H -26.2657 11.0961 12.3924 0.122
H -25.9125 12.5302 11.4211 0.120
H -24.0344 11.9183 12.9766 0.110
H -23.4633 11.5635 11.1945 0.127
H -24.2216 8.2527 13.3898 0.101
H -25.5640 9.2736 12.9677 0.046
H -24.4388 9.7124 14.3287 0.112
C -25.3610 20.0548 18.6654 -0.098
O -24.7705 21.0437 17.8595 -0.171
C -24.6391 20.7731 16.4726 -0.211
C -23.9722 21.9777 15.8083 -0.189
N -22.6429 22.2361 16.4131 -0.049
C -21.5638 21.4153 15.7793 -0.185
C -20.5589 20.6495 16.6464 -0.243
O -21.2933 19.6400 17.2638 -0.219
C -20.4075 18.8629 18.0773 -0.083
H -24.6832 19.5610 19.3040 0.067
H -25.9821 19.3136 18.1068 0.080
H -26.0547 20.5377 19.3713 0.094
H -25.6218 20.5963 16.0206 0.106
H -24.0647 19.8119 16.1932 0.114
H -24.5937 22.8500 15.8602 0.106
H -23.7695 21.7986 14.7653 0.099
H -22.7958 21.8966 17.3414 0.071
H -21.1744 22.1678 15.0384 0.126
H -22.0228 20.6039 15.1465 0.109
H -20.0508 21.1671 17.4614 0.120
H -19.7903 20.2592 15.9319 0.133
H -21.0805 18.0815 18.4962 0.093
H -20.0175 19.4480 18.9139 0.086
H -19.5971 18.4524 17.4054 0.094
C -22.2981 13.6490 8.5455 -0.088
O -21.8336 12.8150 9.5895 -0.254
C -21.0532 11.7081 9.1277 -0.193
C -20.6305 11.0058 10.4285 -0.168
N -19.8765 11.8387 11.3983 -0.050
C -18.4096 11.4822 11.4996 -0.137
C -17.5038 12.6889 11.2796 -0.202
O -17.7270 13.5572 12.3769 -0.193
C -16.8387 14.5889 12.3193 -0.142
H -23.0758 14.2557 9.0358 0.070
H -22.7483 12.9845 7.7753 0.092
H -21.4356 14.2803 8.1986 0.105
H -20.2678 12.0673 8.3688 0.147
H -21.7022 11.0231 8.5713 0.104
H -19.8707 10.1912 10.2297 0.127
H -21.5008 10.5827 10.9284 0.091
H -19.9265 12.7530 10.8996 0.106
H -18.2052 10.7340 10.8077 0.088
H -18.2707 11.2274 12.5116 0.098
H -17.7486 13.2289 10.3876 0.111
H -16.4124 12.4159 11.2071 0.144
H -15.8138 14.3094 12.5896 0.100
H -17.1835 15.3064 13.0833 0.083
H -16.8604 15.0599 11.3468 0.090
C -33.2319 15.6235 19.0434 -0.070
O -32.1827 15.3367 20.0053 -0.202
C -32.4139 16.0369 21.2379 -0.227
C -31.1436 15.8869 22.0064 -0.219
N -30.1943 16.6671 21.2588 -0.056
C -28.8749 16.8437 21.8692 -0.206
C -27.8788 16.7783 20.7779 -0.227
O -27.9514 15.5333 20.0497 -0.175
C -26.9719 15.5292 19.0685 -0.124
H -32.8827 15.4419 17.9941 0.087
H -33.4550 16.6649 18.9954 0.048
H -34.0824 14.9853 19.2749 0.087
H -33.2245 15.5800 21.8141 0.126
H -32.5580 17.0987 21.0993 0.102
H -30.8782 14.8487 22.0137 0.118
H -31.3218 16.2805 23.0193 0.133
H -30.1468 16.2158 20.3753 0.061
H -28.6151 16.0482 22.6466 0.139
H -28.7095 17.8700 22.3531 0.138
H -26.8825 16.8408 21.3337 0.151
H -28.0989 17.5203 20.0666 0.089
H -26.0452 15.7535 19.5206 0.073
H -27.1658 16.1920 18.2199 0.083
H -26.8658 14.5133 18.6999 0.074
C -27.7086 22.5450 13.6506 -0.043
O -26.7121 21.6069 13.1723 -0.170
C -26.9391 20.2885 13.3196 -0.284
C -25.7845 19.5129 12.6543 -0.126
N -25.4618 19.9736 11.2664 -0.077
C -26.5957 20.0596 10.3654 -0.181
C -26.2168 20.7256 9.0368 -0.218
O -25.4702 19.9192 8.1605 -0.217
C -25.4518 20.4878 6.8585 -0.089
H -27.4068 23.5506 13.4333 0.081
H -27.7661 22.6227 14.7213 0.079
H -28.7514 22.3947 13.3744 0.070
H -27.9086 20.0243 12.8521 0.111
H -27.1934 19.9100 14.3436 0.106
H -26.0255 18.3694 12.6060 0.151
H -24.9419 19.7378 13.2542 0.096
H -25.1684 20.9487 11.3871 0.127
H -27.4617 20.6099 10.7578 0.117
H -26.9787 19.0080 10.2775 0.125
H -25.6438 21.6562 9.2342 0.137
H -27.1901 21.0016 8.6084 0.123
H -26.4723 20.5818 6.5913 0.071
H -24.9122 19.8488 6.1711 0.084
H -24.8566 21.4686 6.8526 0.116
C -28.2482 18.3978 16.3636 -0.145
O -28.4842 18.4273 17.7069 -0.206
C -29.9034 18.4152 17.9993 -0.161
C -30.5177 19.8430 18.1184 -0.193
N -31.9564 19.9351 18.2960 -0.046
C -32.4169 20.0003 19.7113 -0.193
C -33.8939 20.0815 19.7860 -0.241
O -34.4880 18.8952 19.2753 -0.222
C -35.8876 18.9214 19.3312 -0.102
H -27.1353 18.4465 16.2774 0.076
H -28.6337 19.3134 15.8111 0.093
H -28.5424 17.4275 15.9844 0.088
H -30.1276 17.7420 18.8791 0.117
H -30.4410 17.8420 17.2166 0.115
H -30.2645 20.3845 17.2138 0.094
H -30.1143 20.3505 18.9440 0.098
H -32.4370 19.1457 17.8604 0.102
H -32.0061 20.9041 20.2283 0.140
H -32.0420 19.1307 20.1870 0.089
H -34.3780 20.9486 19.2467 0.143
H -34.1411 20.2427 20.8097 0.107
H -36.2142 19.6794 18.6501 0.079
H -36.1568 19.2436 20.3517 0.092
H -36.2497 17.9067 19.1725 0.094
C -18.5575 14.4397 15.6720 -0.207
C -18.5244 15.8961 16.0308 -0.218
O -19.0973 16.6817 15.0120 -0.097
O -19.9166 14.0000 15.5463 -0.085
H -18.0109 13.8067 16.3440 0.124
H -18.0991 14.4419 14.7246 0.073
H -17.4560 16.0428 16.0071 0.124
H -18.9476 16.1822 16.9987 0.117
H -20.0740 16.6112 14.8759 0.068
H -20.0048 13.0935 15.1580 0.064
C -31.5218 15.3645 13.6378 -0.226
C -32.1467 15.3831 12.2802 -0.252
O -31.4961 14.6051 11.2944 -0.053
O -30.2134 15.9085 13.7699 -0.080
H -31.4777 14.3198 14.0253 0.110
H -32.2543 15.9795 14.3381 0.163
H -32.3200 16.3632 11.9277 0.103
H -33.1538 15.0466 12.5038 0.113
H -30.8528 13.9755 11.6542 0.042
H -29.5979 15.2905 13.4164 0.044
C -24.1102 17.2613 16.6007 -0.176
C -23.2634 16.0143 17.0515 -0.187
O -23.9058 14.7769 16.8751 -0.071
O -23.9946 17.3257 15.1764 -0.093
H -23.7947 18.1376 17.1541 0.087
H -25.1886 17.0826 16.7780 0.108
H -23.1200 16.1392 18.1323 0.126
H -22.3481 16.0299 16.4968 0.107
H -24.0809 14.5897 15.9514 0.062
H -23.0722 17.4685 14.9300 0.076
C -28.0247 15.2856 10.8074 -0.175
C -27.6377 15.8980 9.4342 -0.163
O -26.5598 15.0322 8.9211 -0.089
O -28.3787 13.8812 10.6402 -0.088
H -28.8878 15.7988 11.2658 0.118
H -27.1096 15.4981 11.4120 0.116
H -27.2569 16.9771 9.4676 0.122
H -28.4662 15.8611 8.7430 0.113
H -25.7645 15.3603 9.3193 0.028
H -28.0834 13.6538 9.7572 0.068
C -18.7016 17.9937 11.6655 -0.229
C -19.8991 18.9895 11.5012 -0.224
O -20.9596 18.7653 12.3873 -0.063
O -18.0146 18.0901 12.9006 -0.076
H -17.8945 18.3222 10.9669 0.133
H -19.0599 17.0185 11.5048 0.084
H -20.1404 19.0224 10.4538 0.098
H -19.4457 19.9704 11.7458 0.125
H -21.7752 18.9372 11.9233 0.046
H -18.4903 17.5491 13.5581 0.034
C -22.8191 18.3082 9.6493 -0.227
C -23.5517 17.3528 8.8463 -0.249
O -23.8454 16.2280 9.6310 -0.093
O -23.3419 18.4489 10.9881 -0.118
H -22.6665 19.3551 9.3075 0.147
H -21.8451 17.8665 9.8126 0.102
H -23.0479 17.0200 7.9485 0.133
H -24.4596 17.9371 8.6033 0.111
H -23.9276 16.6349 10.5290 0.078
H -24.1065 19.0682 10.9559 0.029
C -31.2452 19.3139 14.4820 -0.234
C -31.7459 20.6625 13.9809 -0.251
O -30.7811 21.3323 13.2343 -0.071
O -30.6424 18.5681 13.4234 -0.097
H -32.1024 18.7203 14.8834 0.127
H -30.5046 19.4709 15.3260 0.081
H -31.9935 21.2921 14.8383 0.123
H -32.6313 20.5221 13.4146 0.102
H -30.2210 20.6447 12.8376 0.068
H -30.5734 17.5887 13.6302 0.053
C -25.8196 10.5014 19.2312 -0.259
C -26.3542 11.4179 20.3108 -0.213
O -25.4220 12.4424 20.6840 -0.071
O -26.0633 10.9600 17.9377 -0.066
H -26.1388 9.4199 19.2806 0.137
H -24.7358 10.3333 19.3773 0.106
H -26.5938 10.8432 21.1981 0.115
H -27.2942 11.8413 19.9431 0.108
H -24.9735 12.7871 19.9035 0.046
H -25.3825 11.6080 17.8296 0.040
C -22.5181 14.5680 12.7573 -0.172
C -21.2445 15.3769 12.8131 -0.149
O -21.4105 16.4512 13.7792 -0.101
O -23.7016 15.4045 12.5616 -0.082
H -22.5388 13.9122 13.6125 0.109
H -22.4103 13.9704 11.8736 0.104
H -21.2157 15.8129 11.8338 0.112
H -20.3142 14.8598 13.0612 0.121
H -21.1543 17.3242 13.5166 0.039
H -23.5356 16.2981 13.0071 0.113
C -29.1943 8.5455 9.2260 -0.264
C -28.0342 8.1427 10.1776 -0.215
O -27.7490 9.0690 11.2267 -0.117
O -28.9419 9.8172 8.6982 -0.086
H -30.1789 8.4130 9.7712 0.132
H -29.1684 7.8685 8.3500 0.119
H -27.1823 7.9618 9.5250 0.106
H -28.2978 7.1527 10.6521 0.130
H -27.1446 9.7292 10.8165 0.031
H -29.4248 10.4436 9.3171 0.101
C -21.4188 10.9522 14.6202 -0.181
C -21.2728 9.4053 14.6016 -0.270
O -21.2041 8.7891 13.3708 -0.037
O -20.1619 11.4894 14.1833 -0.098
H -21.6664 11.1543 15.6902 0.103
H -22.2088 11.2781 13.9843 0.087
H -22.1195 9.0109 15.1911 0.108
H -20.4896 9.0799 15.2502 0.111
H -21.8062 9.2499 12.7821 0.048
H -20.3695 11.7779 13.2660 0.053
C -29.8507 12.0305 13.5167 -0.236
C -30.4353 10.9195 12.6486 -0.213
O -29.6554 10.7960 11.4784 -0.081
O -29.6058 13.1578 12.7514 -0.118
H -28.9155 11.6132 13.9375 0.122
H -30.5006 12.2508 14.3897 0.110
H -31.4285 11.2623 12.3269 0.125
H -30.5766 10.0269 13.2256 0.117
H -28.9266 10.1572 11.6101 0.036
H -28.9223 12.9765 12.0582 0.075
C -22.4765 11.7795 18.4257 -0.214
C -21.5089 12.7470 19.1016 -0.225
O -21.3140 13.8708 18.2563 -0.083
O -23.7250 12.4575 18.2547 -0.119
H -22.6742 10.9484 19.0899 0.108
H -22.0300 11.3388 17.5302 0.091
H -20.5152 12.1685 19.3232 0.148
H -22.0181 13.1176 20.0427 0.139
H -20.6962 13.6680 17.5310 0.066
H -23.6483 13.3570 17.8235 0.074
C -30.4275 13.3434 17.1172 -0.215
C -28.9483 12.9346 17.1873 -0.282
O -28.8206 11.5923 16.8373 -0.082
O -30.5197 14.7165 17.5128 -0.105
H -30.9322 12.6302 17.8606 0.148
H -30.8632 13.2512 16.1526 0.076
H -28.5391 13.1801 18.2534 0.129
H -28.3630 13.5856 16.5361 0.088
H -27.9200 11.2897 17.1843 0.089
H -30.1587 14.7441 18.4502 0.095
C -26.7362 15.2975 14.9459 -0.235
C -26.3589 14.0008 14.3535 -0.226
O -24.9578 13.8479 14.3562 -0.083
O -26.3546 16.3849 14.0920 -0.068
H -26.1972 15.3644 15.9006 0.108
H -27.8258 15.3337 15.0584 0.107
H -26.7725 13.9396 13.3486 0.112
H -26.7802 13.2593 15.0467 0.124
H -24.6132 14.4366 13.6556 0.035
H -25.6891 16.8917 14.5576 0.019
```

**HOMO-LUMO gap**: 0.3292 Eh
**Highest occupied orbital energy**: -8.546 eV

***

Here is C66H53Cl4O6P3W as an isolated structure from the OMol25 dataset. Energies are from the ωB97M-V functional and the def2-TZVPD basis.

Structure (XYZ):
```
133
Properties=species:S:1:pos:R:3:lowdin_charge:R:1
W -0.8398 -0.6323 -0.3865 1.716
C -1.3386 -3.0754 2.7869 0.014
C -1.8351 -1.9604 1.9343 -0.253
O -0.9057 -1.0872 1.5027 -0.258
C -3.2040 -1.7323 1.6765 -0.122
C -4.2261 -2.3845 2.3986 -0.005
C -5.5552 -2.1470 2.1272 -0.074
C -5.9179 -1.2706 1.1019 -0.057
C -4.9357 -0.6438 0.3569 -0.009
C -3.5991 -0.8581 0.6441 -0.296
O -2.6627 -0.2776 -0.1282 -0.280
H -0.2941 -3.2813 2.5462 0.083
H -1.9242 -3.9795 2.6181 0.098
H -1.3949 -2.8251 3.8537 0.106
H -3.9532 -3.0565 3.2027 0.113
H -6.3213 -2.6432 2.7098 0.105
H -6.9607 -1.0725 0.8913 0.111
H -5.1822 0.0138 -0.4683 0.133
C 5.5343 -1.3204 -2.9574 -0.082
C 4.7449 -1.7607 -4.0107 -0.073
C 3.3611 -1.7079 -3.9235 -0.091
C 2.7380 -1.2086 -2.7767 -0.289
C 3.5455 -0.7904 -1.7167 -0.098
C 4.9291 -0.8408 -1.8062 -0.070
P 0.9018 -0.9939 -2.6665 1.174
C 0.3803 -2.0784 -4.0500 -0.344
C 0.6959 -3.4349 -3.9252 -0.110
C 0.4187 -4.3238 -4.9506 -0.102
C -0.1949 -3.8675 -6.1101 -0.116
C -0.5551 -2.5333 -6.2187 -0.100
C -0.2762 -1.6403 -5.1914 -0.107
C 0.7158 0.6543 -3.4238 -0.312
C 1.4080 0.9926 -4.5591 -0.096
C 1.1498 2.2002 -5.2305 -0.075
C 0.1670 3.0241 -4.7627 -0.034
C -0.5665 2.7037 -3.5983 -0.163
C -1.6328 3.5431 -3.1841 -0.045
C -2.3824 3.1822 -2.1135 -0.070
C -2.0440 2.0331 -1.3644 -0.129
C -0.9717 1.2157 -1.6420 -0.197
C -0.2711 1.5176 -2.8669 -0.193
H 6.6139 -1.3562 -3.0346 0.102
H 5.2078 -2.1420 -4.9125 0.104
H 2.7703 -2.0614 -4.7573 0.103
H 3.0880 -0.4241 -0.8110 0.068
H 5.5334 -0.4958 -0.9751 0.105
H 1.1970 -3.7874 -3.0284 0.105
H 0.6801 -5.3702 -4.8473 0.105
H -0.4061 -4.5556 -6.9193 0.104
H -1.0650 -2.1805 -7.1066 0.108
H -0.5651 -0.6030 -5.2887 0.101
H 2.1487 0.3145 -4.9643 0.101
H 1.7043 2.4461 -6.1279 0.103
H -0.0824 3.9373 -5.2915 0.111
H -1.8518 4.4378 -3.7565 0.109
H -3.2283 3.7814 -1.7978 0.105
H -2.6813 1.8127 -0.5224 0.056
C 0.2221 2.3550 4.1884 -0.265
C 1.4548 2.2371 3.2652 -0.324
P 1.3872 0.9567 1.8825 1.090
C 2.4033 -0.3529 2.6930 -0.345
C 1.7517 -1.2003 3.5897 -0.099
C 2.4313 -2.2249 4.2342 -0.077
C 3.7873 -2.4156 4.0022 -0.092
C 4.4485 -1.5778 3.1159 -0.094
C 3.7607 -0.5658 2.4545 -0.101
C 2.6170 1.8299 0.8091 -0.372
C 2.2899 1.9484 -0.5394 -0.124
C 3.0662 2.6947 -1.4176 -0.060
C 4.2032 3.3310 -0.9488 -0.078
C 4.5551 3.2169 0.3939 -0.079
C 3.7681 2.4823 1.2665 -0.105
C -1.0034 1.5123 3.7935 -0.350
P -2.0797 2.0289 2.3228 1.115
C -1.5335 3.7044 1.7641 -0.358
C -0.2965 3.8369 1.1288 -0.119
C 0.0730 4.9990 0.4705 -0.065
C -0.8159 6.0618 0.3955 -0.088
C -2.0621 5.9442 0.9932 -0.085
C -2.4213 4.7800 1.6621 -0.098
C -3.5302 2.5064 3.3712 -0.391
C -3.4505 3.5184 4.3342 -0.116
C -4.5079 3.7659 5.1923 -0.080
C -5.6699 3.0004 5.1088 -0.091
C -5.7509 1.9829 4.1752 -0.083
C -4.6859 1.7384 3.3106 -0.087
H -0.0817 3.4012 4.2689 0.096
H 0.5303 2.0414 5.1883 0.101
H 2.3270 1.9884 3.8683 0.075
H 1.6516 3.1985 2.7958 0.065
H 0.6912 -1.0684 3.7774 0.081
H 1.8996 -2.8781 4.9159 0.104
H 4.3201 -3.2153 4.5015 0.104
H 5.5053 -1.7199 2.9199 0.107
H 4.2925 0.0442 1.7365 0.091
H 1.3951 1.4553 -0.8959 0.054
H 2.7741 2.7707 -2.4593 0.105
H 4.8175 3.9166 -1.6220 0.103
H 5.4451 3.7118 0.7640 0.102
H 4.0495 2.4224 2.3111 0.105
H -1.6945 1.4594 4.6315 0.072
H -0.6745 0.4905 3.5774 0.017
H 0.3860 2.9985 1.1042 0.029
H 1.0404 5.0496 -0.0157 0.105
H -0.5500 6.9598 -0.1484 0.101
H -2.7770 6.7547 0.9211 0.101
H -3.4160 4.7104 2.0801 0.095
H -2.5534 4.1234 4.4077 0.107
H -4.4269 4.5484 5.9372 0.102
H -6.5024 3.2029 5.7705 0.100
H -6.6386 1.3644 4.1203 0.101
H -4.7579 0.9336 2.5842 0.077
Cl -2.9086 -3.9340 -4.1313 0.664
C -3.5708 -2.4554 -3.4030 -1.469
Cl -5.2300 -2.7542 -2.8746 0.617
Cl -3.5701 -1.1479 -4.5978 0.631
C -2.6787 -2.1305 -2.1556 -0.758
O -2.9047 -2.7720 -1.1575 0.021
O -1.7902 -1.2043 -2.3219 -0.227
Cl 4.2798 -7.1146 1.0937 0.688
C 3.3132 -5.7414 0.6859 -0.659
C 3.8452 -4.4695 0.8348 -0.078
C 3.0544 -3.3721 0.5445 0.008
C 1.7440 -3.5490 0.1237 -0.123
C 1.2305 -4.8300 -0.0486 0.002
C 2.0153 -5.9334 0.2316 -0.085
C 0.8688 -2.3994 -0.1070 -0.596
O -0.3215 -2.5678 -0.5472 -0.137
O 1.2062 -1.1941 0.0537 -0.222
H 4.8632 -4.3432 1.1772 0.110
H 3.4440 -2.3671 0.6474 0.099
H 0.2092 -4.9493 -0.3902 0.133
H 1.6277 -6.9355 0.1116 0.109
```

**HOMO-LUMO gap (alpha / beta)**: 0.2007 / 0.2017 Eh
**Highest occupied orbital energy (alpha / beta)**: -6.408 / -6.422 eV

***

We obtain maximum force values of 0.07446, 0.08111 hartree/bohr for the records listed above, in that order.
We obtain M values of 1730.166, 1360.718 g mol⁻¹ for the records listed above, in that order.